Entry from the OMol25 dataset: a molecular structure, C40H50ClN7O3Ti (wB97M-V/def2-TZVPD).

## Properties
- total charge = +2
- F_max (Eh/bohr) = 0.0120
- spin multiplicity = 3
- HOMO-LUMO gap (spin up / spin down) (eV) = 4.20 / 6.50
- energy above the lowest of the compared OMol25 structures with the same formula, charge and spin (kcal per mole) = 0.8

```
102
C40H50ClN7O3Ti wB97M-V/def2-TZVPD
Ti -0.859 -1.105 -1.717
C 2.865 5.002 -2.184
C 1.880 3.868 -2.176
C 0.531 4.099 -2.372
C -0.478 3.089 -2.423
C -1.761 3.552 -2.774
N -2.989 2.977 -2.951
C -3.555 1.805 -2.325
C -3.641 1.939 -0.802
C -4.090 0.667 -0.097
N -5.375 0.194 -0.637
C -5.734 -0.904 -1.215
C -5.064 -2.111 -1.608
C -5.960 -3.173 -1.861
C -5.562 -4.449 -2.209
C -6.547 -5.558 -2.428
C -4.192 -4.654 -2.337
C -3.255 -3.640 -2.139
C -1.861 -3.984 -2.302
N -0.814 -3.250 -2.129
C 0.456 -4.015 -2.264
C 1.652 -3.210 -2.720
C 2.083 -2.140 -1.733
N 1.247 -0.940 -1.843
C 1.886 0.184 -1.883
C 1.361 1.514 -2.005
C 2.306 2.556 -2.017
C -0.007 1.766 -2.163
O -0.842 0.720 -2.098
C -3.669 -2.334 -1.791
O -2.785 -1.393 -1.704
H 2.410 5.929 -1.840
H 3.248 5.172 -3.192
H 3.718 4.780 -1.543
H 0.205 5.123 -2.517
H -1.783 4.597 -3.058
H -3.668 3.646 -3.264
H -2.998 0.921 -2.596
H -4.556 1.690 -2.745
H -4.304 2.770 -0.541
H -2.657 2.206 -0.406
H -4.266 0.848 0.965
H -3.381 -0.139 -0.204
H -6.132 0.853 -0.496
H -6.801 -0.936 -1.408
H -7.022 -2.980 -1.756
H -7.532 -5.165 -2.677
H -6.649 -6.174 -1.534
H -6.231 -6.205 -3.245
H -3.833 -5.639 -2.614
H -1.706 -5.028 -2.580
H 0.284 -4.842 -2.954
H 0.671 -4.444 -1.281
H 1.484 -2.768 -3.705
H 2.473 -3.921 -2.838
H 3.127 -1.868 -1.901
H 2.008 -2.525 -0.708
H 2.975 0.142 -1.828
H 3.355 2.324 -1.882
C 3.313 0.456 5.377
C 2.166 -0.167 4.568
C 1.353 -1.060 5.511
C 2.819 -1.048 3.497
C 1.264 0.971 3.986
O 0.874 1.846 5.052
C 1.927 1.877 2.926
C 2.265 1.338 1.520
C 3.655 1.649 1.029
C 4.474 0.649 0.520
C 5.716 0.943 -0.030
C 6.142 2.260 -0.063
Cl 7.680 2.644 -0.758
C 5.353 3.276 0.461
C 4.118 2.963 1.002
C -0.166 0.547 3.573
N -0.345 -0.324 2.411
C -0.540 0.020 1.147
N -0.677 -1.076 0.402
C -0.578 -2.087 1.316
N -0.383 -1.666 2.534
H 3.982 -0.339 5.708
H 2.970 0.957 6.283
H 3.917 1.152 4.790
H 2.032 -1.709 6.066
H 0.663 -1.706 4.968
H 0.791 -0.471 6.237
H 3.330 -1.874 3.995
H 3.574 -0.503 2.927
H 2.100 -1.493 2.807
H 1.663 2.219 5.456
H 2.837 2.283 3.374
H 1.254 2.732 2.831
H 1.578 1.795 0.800
H 2.112 0.262 1.448
H 4.145 -0.385 0.561
H 6.354 0.161 -0.417
H 5.709 4.297 0.440
H 3.499 3.762 1.396
H -0.717 1.463 3.357
H -0.661 0.046 4.398
H -0.565 1.037 0.788
H -0.664 -3.131 1.062
```